Density functional theory data (ωB97M-V/def2-TZVPD) for a structure of composition C27H30B2BaF6N15O4S2.

The geometry in XYZ format:
```
87
Properties=species:S:1:pos:R:3:forces:R:3
Ba -0.83027 -0.47624 -0.32593 0.597 0.114 -0.288
C -3.42770 0.30510 -4.42933 -0.019 -0.006 0.000
C -2.54949 -0.48199 -3.67964 0.026 0.030 -0.022
N -1.84698 0.26039 -2.82998 -0.148 -0.005 0.035
N -2.26101 1.53351 -3.00811 0.000 -0.004 0.007
C -3.20823 1.58288 -3.96014 0.029 -0.001 -0.008
B -1.69250 2.74398 -2.22555 -0.036 -0.015 0.010
N -2.17544 2.75134 -0.74568 -0.004 -0.002 0.018
C -3.30692 3.32633 -0.31154 -0.001 0.016 0.004
C -3.44524 3.07748 1.03863 0.002 0.013 0.007
C -2.31892 2.31843 1.35436 0.009 0.025 -0.008
N -1.55167 2.12531 0.27972 -0.070 -0.096 0.026
N -0.16249 2.73402 -2.31293 0.036 0.011 0.019
C 0.60037 3.61930 -2.97987 0.010 -0.003 -0.004
C 1.89295 3.13966 -3.00859 -0.008 -0.011 -0.014
C 1.81550 1.91988 -2.32178 0.001 -0.017 0.011
N 0.58019 1.68468 -1.89831 -0.056 -0.061 -0.012
H -4.11864 -0.00867 -5.19182 0.002 0.000 0.002
H -2.40298 -1.55101 -3.71074 -0.002 -0.003 0.002
H -3.64769 2.52451 -4.24331 -0.001 0.003 0.000
H -2.11504 3.74099 -2.74966 -0.006 0.000 0.002
H -3.93511 3.87474 -0.99363 0.002 0.002 0.001
H -4.24121 3.39169 1.69007 0.002 0.002 -0.001
H -2.02959 1.89790 2.30645 -0.003 -0.008 -0.005
H 0.16349 4.51057 -3.39810 0.000 0.003 0.004
H 2.75348 3.59145 -3.47056 0.003 0.001 0.001
H 2.59883 1.21006 -2.10950 0.007 0.001 0.012
C 1.57452 3.37621 0.75705 -0.019 -0.057 0.001
C 2.10173 2.14480 1.35686 0.059 0.029 0.025
C 2.49584 1.84340 2.66620 0.008 -0.043 -0.013
C 2.88862 0.53526 2.62837 -0.058 0.111 -0.046
N 2.73678 0.09035 1.29953 0.145 0.028 -0.010
N 2.26567 1.00851 0.55459 -0.043 -0.059 -0.036
B 2.91909 -1.42422 0.82664 0.018 -0.008 0.007
N 1.74545 -2.11620 1.50389 -0.045 -0.051 -0.093
C 1.52031 -3.43405 1.68887 -0.007 0.010 0.013
C 0.63810 -3.57116 2.73259 -0.007 0.041 0.006
C 0.37294 -2.25509 3.16409 -0.095 -0.019 0.008
C -0.44831 -1.79054 4.32003 0.007 -0.009 0.014
N 1.02114 -1.38385 2.40498 0.008 0.038 0.152
N 2.89587 -1.53820 -0.68199 0.046 -0.001 -0.043
C 3.94400 -1.78117 -1.49950 0.020 -0.004 -0.006
C 3.48815 -1.76289 -2.79237 0.005 0.001 0.015
C 2.11042 -1.49434 -2.68329 -0.027 0.027 -0.037
C 1.11135 -1.36293 -3.78362 -0.021 0.009 0.015
N 1.76342 -1.35879 -1.41095 -0.154 -0.076 0.136
N 4.27714 -1.85883 1.36665 -0.016 0.084 0.054
C 5.42416 -1.13850 1.43550 -0.018 -0.034 -0.014
C 6.43492 -1.99585 1.78691 0.019 -0.009 0.002
C 5.80690 -3.25607 1.90531 0.004 0.017 0.022
C 6.42478 -4.57121 2.25175 0.001 0.000 -0.005
N 4.51303 -3.16042 1.64902 0.007 0.023 -0.038
H 1.60718 4.20836 1.45478 -0.001 0.008 0.013
H 0.53712 3.18949 0.44388 0.036 0.005 0.028
H 2.11729 3.61368 -0.16231 0.002 -0.011 0.013
H 2.49383 2.50445 3.51453 -0.012 -0.006 0.008
H 3.28080 -0.13093 3.37694 -0.005 -0.007 0.008
H 2.02817 -4.16937 1.08836 -0.004 0.008 0.001
H 0.23288 -4.48563 3.13045 0.002 0.004 0.003
H 0.10756 -1.93274 5.24927 -0.001 0.007 0.004
H -1.38125 -2.34252 4.40609 0.012 0.005 0.000
H -0.68408 -0.73325 4.21427 0.003 -0.007 -0.001
H 4.92792 -1.96210 -1.09939 0.002 -0.002 -0.004
H 4.05537 -1.92671 -3.69240 0.000 0.001 0.003
H 1.59483 -1.01070 -4.69402 0.001 0.000 -0.005
H 0.33067 -0.64957 -3.51882 0.015 -0.016 -0.011
H 0.64631 -2.32585 -4.00634 -0.008 0.002 0.002
H 5.44264 -0.08146 1.21899 -0.010 0.005 -0.001
H 7.47254 -1.75611 1.94601 0.000 -0.001 0.000
H 7.28111 -4.43685 2.91153 -0.003 -0.003 0.007
H 6.77177 -5.08772 1.35522 0.009 0.004 0.001
H 5.69711 -5.21112 2.74753 -0.006 0.000 -0.007
F -5.34306 -1.66518 -2.61950 0.006 -0.001 -0.003
C -5.57046 -1.86607 -1.32546 -0.005 0.007 0.010
F -5.86553 -3.14559 -1.12970 -0.002 0.004 -0.006
F -6.59013 -1.11183 -0.93857 -0.003 0.000 -0.003
S -4.05171 -1.41803 -0.38591 0.013 0.014 -0.054
O -2.99734 -2.29510 -0.87069 -0.050 0.075 -0.051
O -3.80400 -0.01589 -0.60490 -0.100 -0.051 0.091
N -4.55901 -1.76412 1.06136 0.022 -0.078 0.007
S -3.49663 -1.97510 2.19743 -0.007 -0.029 0.007
O -2.22359 -1.33504 1.89823 -0.081 -0.041 -0.013
O -4.06862 -1.77522 3.48589 0.002 0.010 0.012
C -3.11135 -3.79569 2.14422 -0.022 0.043 -0.011
F -2.57516 -4.16470 3.31036 0.014 0.000 0.006
F -2.24713 -4.08438 1.17540 -0.016 0.006 0.014
F -4.22493 -4.49343 1.95140 -0.014 0.009 0.008
```
Forces are in eV/Å.

The calculation puts the highest occupied orbital energy (alpha / beta) at -8.9 / -8.9 eV. Its expectation value of S² is 0.76. The value obtained for the energy is -3640.204228 a.u. The largest force on an atom is 0.673 eV/A. As for the relative energy (zero: lowest compared OMol25 entry of this formula, charge and spin): 0.000 eV. The calculation puts the HOMO-LUMO gap (alpha / beta) at 9.08 / 5.18 eV. The spin multiplicity is 2.